Entry 1:
{"formula": "C33H57BMgN5OP2S", "method": "wB97M-V/def2-TZVPD", "elements": ["Mg", "C", "C", "C", "C", "P", "C", "N", "B", "N", "C", "P", "C", "C", "C", "C", "C", "C", "C", "C", "C", "C", "C", "C", "C", "C", "C", "C", "C", "C", "H", "H", "H", "H", "H", "H", "H", "H", "H", "H", "H", "H", "H", "H", "H", "H", "H", "H", "H", "H", "H", "H", "H", "H", "H", "H", "H", "H", "H", "H", "H", "H", "H", "H", "H", "H", "H", "H", "H", "H", "H", "H", "H", "H", "O", "N", "C", "C", "C", "C", "C", "H", "H", "H", "H", "H", "S", "C", "N", "C", "C", "C", "N", "H", "H", "H", "H", "H", "H", "H", "H"], "positions_angstrom": [[-0.343, -0.371, -0.700], [-0.430, 2.740, -5.196], [-0.019, 1.426, -4.524], [1.232, 0.864, -5.204], [-1.154, 0.411, -4.731], [0.232, 1.521, -2.655], [-1.166, 2.642, -2.165], [-1.325, 2.671, -0.727], [-1.004, 1.613, 0.216], [-1.107, 2.267, 1.500], [-0.799, 1.757, 2.820], [0.762, 0.725, 2.842], [1.826, 1.784, 3.998], [1.237, 2.240, 5.334], [3.149, 1.064, 4.268], [2.125, 3.024, 3.139], [0.165, -0.834, 3.722], [1.339, -1.812, 3.849], [-0.824, -1.464, 2.727], [-0.506, -0.659, 5.083], [-1.475, 3.601, 1.329], [-1.696, 4.613, 2.249], [-2.014, 5.886, 1.777], [-2.118, 6.137, 0.417], [-1.915, 5.120, -0.514], [-1.596, 3.854, -0.052], [1.797, 2.500, -2.260], [2.981, 1.526, -2.344], [1.719, 2.988, -0.805], [2.046, 3.718, -3.149], [-0.692, 2.535, -6.239], [-1.310, 3.180, -4.725], [0.366, 3.480, -5.196], [1.000, 0.653, -6.251], [2.064, 1.565, -5.189], [1.552, -0.070, -4.737], [-1.249, 0.195, -5.799], [-0.960, -0.524, -4.206], [-2.116, 0.796, -4.386], [-0.986, 3.653, -2.539], [-2.065, 2.272, -2.672], [-0.610, 2.605, 3.474], [-1.648, 1.223, 3.255], [1.052, 1.408, 6.010], [1.952, 2.907, 5.825], [0.308, 2.801, 5.224], [3.035, 0.278, 5.014], [3.561, 0.625, 3.357], [3.879, 1.779, 4.660], [1.217, 3.563, 2.855], [2.759, 3.715, 3.702], [2.650, 2.746, 2.223], [1.853, -1.920, 2.891], [2.068, -1.496, 4.592], [0.965, -2.796, 4.151], [-0.289, -1.658, 1.792], [-1.183, -2.419, 3.122], [-1.688, -0.830, 2.516], [0.219, -0.393, 5.851], [-1.286, 0.104, 5.068], [-0.970, -1.603, 5.387], [-1.635, 4.431, 3.314], [-2.189, 6.686, 2.485], [-2.371, 7.131, 0.072], [-2.021, 5.323, -1.572], [2.834, 0.675, -1.676], [3.147, 1.143, -3.349], [3.891, 2.046, -2.030], [1.499, 2.174, -0.112], [2.691, 3.410, -0.533], [0.968, 3.768, -0.670], [2.271, 3.444, -4.179], [1.194, 4.401, -3.145], [2.908, 4.268, -2.761], [0.732, -1.906, -0.489], [0.953, -3.218, -0.705], [1.306, -4.023, 0.367], [1.355, -5.377, 0.218], [1.003, -5.998, -1.000], [0.617, -5.142, -2.066], [0.582, -3.792, -1.906], [1.592, -3.494, 1.261], [1.670, -5.969, 1.068], [1.062, -7.067, -1.127], [0.362, -5.546, -3.037], [0.305, -3.089, -2.678], [-2.482, -1.278, -1.850], [-2.639, -2.887, -1.310], [-3.381, -3.740, -2.033], [-3.471, -5.166, -1.750], [-3.410, -5.368, -0.247], [-2.149, -4.711, 0.281], [-2.095, -3.325, -0.179], [-3.703, -3.383, -2.916], [-2.647, -5.700, -2.233], [-4.412, -5.535, -2.157], [-3.395, -6.432, -0.012], [-4.293, -4.926, 0.219], [-1.264, -5.250, -0.062], [-2.143, -4.697, 1.371], [-1.443, -2.704, 0.277]], "forces_ev_per_a": [[-0.15, 0.28, -0.12], [0.02, -0.04, -0.01], [-0.08, 0.05, 0.05], [-0.03, -0.03, 0.03], [0.04, 0.01, 0.04], [0.14, 0.01, -0.14], [0.06, -0.01, 0.01], [-0.06, 0.13, -0.05], [0.19, -0.44, 0.02], [-0.11, 0.30, 0.03], [0.12, -0.02, 0.05], [-0.03, -0.01, 0.11], [-0.06, -0.03, -0.05], [0.01, -0.01, -0.01], [0.00, 0.01, -0.02], [-0.01, 0.01, 0.00], [-0.02, 0.02, -0.01], [-0.03, 0.04, -0.02], [0.13, 0.03, -0.02], [0.03, -0.01, -0.02], [0.03, -0.04, -0.04], [0.00, -0.03, 0.00], [-0.01, -0.01, -0.01], [0.00, 0.03, 0.02], [-0.01, -0.02, -0.04], [-0.03, -0.02, 0.07], [-0.07, -0.01, 0.05], [-0.01, 0.00, 0.02], [0.00, 0.01, -0.01], [-0.01, -0.04, 0.00], [0.02, 0.00, 0.00], [-0.01, 0.00, -0.02], [0.01, 0.02, 0.02], [0.00, -0.01, 0.00], [0.03, 0.01, 0.02], [0.02, 0.00, -0.01], [-0.02, 0.02, 0.00], [-0.01, -0.02, -0.04], [0.00, -0.03, 0.04], [0.05, 0.00, 0.01], [-0.02, 0.03, 0.01], [-0.08, 0.02, 0.03], [0.03, -0.07, -0.06], [0.02, 0.02, 0.00], [0.00, 0.01, 0.00], [-0.03, -0.01, -0.01], [0.01, -0.02, -0.01], [0.01, -0.01, 0.01], [0.00, 0.00, -0.01], [0.03, 0.01, -0.01], [0.01, -0.01, 0.00], [0.00, 0.01, -0.02], [0.03, -0.01, 0.02], [0.00, 0.01, 0.02], [0.00, 0.00, -0.01], [-0.11, -0.04, -0.02], [-0.01, 0.00, 0.02], [0.00, 0.00, 0.00], [-0.03, -0.02, 0.00], [-0.01, 0.00, 0.02], [-0.01, 0.00, 0.00], [0.00, 0.00, 0.00], [0.00, 0.00, 0.00], [0.00, 0.00, 0.00], [0.00, -0.01, 0.00], [0.00, 0.00, 0.00], [0.00, -0.01, -0.03], [0.00, 0.00, 0.00], [0.01, 0.02, 0.03], [0.01, 0.00, -0.03], [0.01, -0.02, 0.02], [-0.01, 0.01, -0.02], [0.01, 0.01, -0.01], [0.00, 0.00, 0.00], [0.00, 0.04, 0.29], [-0.08, -0.15, -0.16], [0.09, 0.06, 0.01], [-0.03, -0.01, -0.01], [-0.01, 0.02, -0.02], [0.03, -0.01, 0.03], [0.01, 0.08, -0.06], [-0.02, 0.01, 0.00], [0.01, 0.01, 0.00], [0.00, 0.00, 0.00], [-0.01, 0.01, 0.00], [0.00, -0.01, 0.00], [0.04, -0.02, -0.02], [-0.03, -0.04, 0.00], [0.07, -0.06, 0.01], [-0.02, 0.01, 0.04], [0.00, 0.00, -0.01], [-0.04, 0.03, 0.00], [-0.03, -0.08, 0.03], [-0.03, 0.03, 0.01], [-0.02, -0.01, -0.01], [0.01, 0.00, -0.02], [0.00, 0.00, 0.00], [0.00, 0.00, 0.00], [0.02, -0.01, 0.01], [0.03, 0.00, 0.00], [0.02, 0.02, -0.01]], "e_above_lowest_kj_mol": 0.00, "homo_energy_ev": [-4.8, -6.9], "lumo_energy_ha": [0.0161, 0.0156], "homo_lumo_gap_ha": [0.1917, 0.2708], "spin_multiplicity": 2, "largest_force_ev_per_a": 0.48}

Entry 2:
{"formula": "C33H57ClN2NbO13", "method": "wB97M-V/def2-TZVPD", "elements": ["C", "C", "O", "C", "Nb", "Cl", "C", "C", "C", "C", "N", "C", "C", "C", "C", "C", "C", "N", "C", "C", "C", "C", "H", "H", "H", "H", "H", "H", "H", "H", "H", "H", "H", "H", "H", "H", "H", "H", "H", "H", "H", "H", "H", "H", "H", "H", "H", "C", "C", "O", "C", "O", "O", "C", "H", "H", "H", "H", "H", "H", "H", "H", "C", "C", "O", "C", "O", "O", "C", "H", "H", "H", "H", "H", "H", "H", "H", "C", "C", "O", "C", "O", "O", "C", "H", "H", "H", "H", "H", "H", "H", "H", "C", "C", "O", "C", "O", "O", "C", "H", "H", "H", "H", "H", "H", "H", "H"], "positions_angstrom": [[2.797, -4.355, -2.146], [2.594, -3.143, -3.206], [2.830, -1.878, -2.555], [1.644, -1.454, -1.778], [1.916, 0.780, -1.375], [0.577, 1.428, -3.422], [3.792, 0.924, -2.698], [3.727, 0.695, -4.249], [5.062, 0.866, -5.047], [6.321, 1.208, -4.225], [6.424, 1.405, -2.820], [5.187, 1.281, -2.122], [-0.089, 0.931, -0.213], [-1.190, 0.008, -0.703], [-2.561, 0.015, 0.000], [-2.600, 1.066, 1.128], [-1.370, 1.907, 1.408], [-0.072, 1.908, 0.825], [3.094, 0.225, 0.474], [2.224, -0.151, 1.770], [4.127, -1.026, 0.254], [5.277, -1.085, 1.367], [3.700, -5.017, -2.430], [3.006, -3.902, -1.114], [1.842, -4.981, -2.190], [3.428, -3.278, -3.996], [1.610, -3.195, -3.781], [0.744, -1.708, -2.466], [1.551, -2.103, -0.819], [2.102, 2.573, -1.072], [2.784, 0.425, -4.818], [5.049, 0.742, -6.189], [7.301, 1.309, -4.823], [5.231, 1.446, -0.983], [-1.013, -0.690, -1.583], [-3.451, -0.640, -0.254], [-3.549, 1.205, 1.745], [-1.499, 2.694, 2.245], [3.783, 1.127, 0.711], [1.267, -0.730, 1.554], [1.904, 0.852, 2.248], [2.812, -0.700, 2.591], [3.467, -1.971, 0.356], [4.570, -1.058, -0.794], [4.903, -1.109, 2.443], [6.050, -0.238, 1.283], [5.858, -2.072, 1.208], [-7.683, 2.851, -1.349], [-6.822, 1.777, -0.711], [-7.033, 1.713, 0.706], [-8.171, 1.122, 1.098], [-9.016, 0.650, 0.377], [-8.228, 1.181, 2.441], [-9.446, 0.681, 2.989], [-7.520, 3.814, -0.860], [-7.455, 2.947, -2.413], [-8.746, 2.619, -1.248], [-5.768, 2.026, -0.860], [-6.988, 0.798, -1.169], [-9.652, -0.332, 2.638], [-10.269, 1.351, 2.735], [-9.339, 0.656, 4.075], [-0.050, -7.810, -8.053], [0.487, -6.427, -7.734], [1.026, -6.370, -6.409], [2.227, -6.945, -6.246], [2.877, -7.494, -7.104], [2.568, -6.839, -4.951], [3.782, -7.509, -4.619], [-0.773, -8.124, -7.296], [-0.531, -7.821, -9.033], [0.749, -8.555, -8.057], [-0.332, -5.705, -7.771], [1.233, -6.103, -8.466], [4.602, -7.185, -5.263], [3.640, -8.590, -4.692], [4.033, -7.259, -3.588], [-5.617, 2.455, 4.198], [-5.105, 1.106, 4.666], [-3.893, 1.242, 5.418], [-4.037, 1.694, 6.672], [-5.078, 1.989, 7.210], [-2.814, 1.800, 7.221], [-2.817, 2.374, 8.526], [-4.840, 2.990, 3.645], [-6.492, 2.335, 3.558], [-5.896, 3.089, 5.043], [-4.867, 0.492, 3.793], [-5.858, 0.564, 5.245], [-3.495, 1.838, 9.193], [-3.090, 3.430, 8.466], [-1.805, 2.299, 8.926], [2.438, 4.224, 1.240], [1.824, 4.058, 2.616], [2.834, 4.002, 3.637], [3.396, 5.173, 3.961], [3.134, 6.251, 3.482], [4.339, 4.940, 4.896], [5.091, 6.096, 5.253], [3.176, 3.441, 1.051], [1.669, 4.182, 0.467], [2.960, 5.180, 1.151], [1.286, 3.108, 2.656], [1.099, 4.847, 2.836], [4.438, 6.916, 5.559], [5.723, 6.401, 4.415], [5.732, 5.831, 6.094]], "forces_ev_per_a": [[-0.30, 0.18, -0.66], [1.81, -0.84, -0.04], [-1.42, -0.86, -0.34], [-0.70, -1.67, -0.16], [0.75, -0.37, -0.99], [0.42, -0.40, 0.73], [2.79, 0.69, -2.64], [4.35, 1.17, 1.34], [-1.04, 0.21, 4.07], [-1.96, -0.45, -0.34], [-3.88, -0.93, -2.13], [-0.93, -0.56, -2.03], [-0.07, -0.22, -0.80], [-2.14, 1.44, 2.80], [3.77, 2.99, 1.28], [2.12, -0.98, -2.09], [-0.80, -0.15, 0.35], [-5.59, -3.42, -1.18], [1.21, -0.90, 0.67], [-0.16, 1.42, 0.68], [-0.68, -0.13, 0.38], [0.57, -0.64, -0.41], [-1.47, 1.07, 0.38], [-0.54, -0.77, -1.49], [1.41, 0.60, 0.54], [-1.24, 0.51, 1.12], [1.00, 0.19, 1.05], [1.03, 0.47, 1.22], [0.01, 0.76, -1.39], [-0.15, -0.05, 0.32], [1.25, 0.46, 1.11], [0.34, 0.24, 2.01], [-1.59, -0.11, 1.19], [0.13, -0.23, -2.01], [-0.10, 1.18, 1.36], [1.37, 0.93, 0.31], [1.58, -0.05, -0.90], [0.15, -1.36, -1.33], [-1.18, -1.14, -0.20], [1.33, 0.65, 0.09], [0.26, -1.66, -0.68], [-0.66, 0.64, -1.37], [1.14, 1.34, -0.17], [-0.47, 0.12, 1.43], [0.27, 0.14, -1.47], [-1.27, -1.10, -0.01], [-0.80, 1.51, 0.28], [-0.35, 0.04, 0.17], [0.14, 0.17, -0.74], [-0.29, -0.37, 0.42], [0.07, 0.33, -0.23], [0.34, 0.06, 0.37], [0.06, -0.13, -0.39], [-0.33, -0.14, 0.28], [0.16, -0.05, -0.09], [0.07, -0.01, 0.08], [0.12, -0.09, -0.07], [-0.09, -0.07, 0.36], [-0.15, 0.08, 0.19], [-0.01, 0.18, -0.10], [0.02, -0.17, -0.08], [0.24, 0.12, -0.15], [0.18, -0.28, 0.14], [-0.28, -0.11, -0.54], [0.41, 0.03, 0.15], [-0.15, -0.15, 0.16], [-0.20, 0.29, 0.28], [-0.16, 0.08, -0.49], [0.39, -0.15, 0.23], [-0.07, 0.14, -0.09], [-0.01, 0.06, 0.06], [-0.01, 0.15, -0.08], [0.19, 0.01, 0.31], [0.06, -0.14, 0.19], [-0.16, -0.11, -0.04], [0.09, 0.09, -0.13], [-0.29, 0.13, -0.11], [-0.01, 0.32, 0.19], [-0.56, 0.12, -0.46], [0.13, -0.08, 0.58], [0.07, 0.17, -0.35], [0.38, -0.22, -0.08], [-0.38, -0.15, -0.16], [0.11, 0.14, 0.36], [-0.03, -0.15, -0.09], [0.16, -0.05, 0.02], [-0.02, -0.15, -0.01], [0.29, 0.02, 0.24], [0.14, 0.16, 0.12], [-0.05, 0.13, -0.14], [-0.12, -0.13, 0.07], [-0.04, -0.09, -0.29], [0.26, 0.35, 0.13], [-0.47, -0.07, -0.76], [0.34, 0.55, 0.62], [-0.17, -0.44, -0.53], [0.12, -0.27, 0.42], [-0.23, 0.09, -0.06], [0.21, 0.20, 0.13], [-0.24, -0.09, -0.05], [0.07, -0.18, 0.11], [-0.12, 0.00, 0.09], [0.26, 0.05, 0.18], [0.25, 0.06, 0.08], [0.04, -0.05, -0.19], [-0.15, 0.11, 0.05], [-0.15, -0.22, -0.11]], "e_above_lowest_kj_mol": 462.53, "homo_energy_ev": -5.1, "lumo_energy_ha": 0.0573, "homo_lumo_gap_ha": 0.2452, "total_charge": -1, "largest_force_ev_per_a": 6.66}